# 1
36
Properties=species:S:1:pos:R:3:mulliken_charge:R:1 method="wB97M-V/def2-TZVPD" homo_ha=-0.3782 charge=0 energy_ha=-917.273129 fmax_ha_per_bohr=0.012 smiles=O.O.O.O.O.O.O.O.O.O.O.O gap_ev=9.97 spin_multiplicity=1 e_above_lowest_kcal_mol=32.8 e_lumo_ev=-0.3
O -2.164 -2.907 -0.109 -0.659
H -2.479 -3.761 -0.420 0.296
H -1.448 -3.119 0.499 0.291
O 2.981 1.262 0.526 -0.655
H 2.404 0.493 0.549 0.275
H 2.765 1.747 1.334 0.356
O 0.017 0.180 -0.014 0.031
H -0.210 -0.732 0.181 0.070
H -0.659 0.698 0.434 0.124
O 1.777 -1.708 2.471 -0.622
H 0.886 -1.828 2.807 0.288
H 1.721 -1.924 1.527 0.337
O -1.058 2.277 1.894 -0.668
H -1.924 2.479 1.523 0.289
H -1.033 2.761 2.725 0.227
O 1.723 2.243 2.782 -0.649
H 0.868 2.264 2.338 0.421
H 1.623 2.793 3.563 0.297
O -2.033 2.047 -2.595 -0.634
H -2.687 1.350 -2.669 0.272
H -1.428 1.748 -1.907 0.354
O 2.179 -0.715 -1.997 -0.715
H 1.848 0.179 -1.872 0.285
H 1.417 -1.214 -2.315 0.346
O -0.534 -2.166 -2.556 -0.636
H -1.284 -1.667 -2.890 0.305
H -0.777 -2.410 -1.655 0.327
O -3.045 -0.250 -0.253 -0.574
H -3.750 -0.049 -0.874 0.296
H -2.773 -1.153 -0.471 0.317
O 1.792 -2.706 -0.150 -0.664
H 2.464 -3.391 -0.089 0.275
H 2.081 -2.134 -0.884 0.390
O 0.047 3.281 -0.767 -0.638
H 0.966 2.995 -0.772 0.355
H -0.273 3.037 0.107 0.293



# 2
52
Properties=species:S:1:pos:R:3:lowdin_spin:R:1 method="wB97M-V/def2-TZVPD" homo_ha="-0.2706 / -0.2726" charge=0 energy_ha=-3458.057757 fmax_ha_per_bohr=0.018 gap_ev="7.26 / 7.24" spin_multiplicity=4 e_lumo_ev="-0.1 / -0.2"
Co 0.592 -0.276 0.251 2.666
O 1.193 1.333 -3.310 0.008
S 1.560 0.959 -1.972 0.008
O 1.663 -0.484 -1.694 0.046
N 0.608 1.478 -0.799 0.050
C -0.591 2.146 -0.882 0.003
C -0.994 3.057 -1.839 0.004
C -2.243 3.690 -1.732 0.000
C -3.095 3.448 -0.687 0.004
C -2.739 2.497 0.293 0.001
C -3.561 2.133 1.383 0.001
C -3.165 1.134 2.230 0.001
C -1.945 0.478 1.995 0.005
N -1.143 0.810 1.013 0.041
C -1.504 1.821 0.176 0.003
C 3.155 1.632 -1.573 0.000
C 3.611 1.549 -0.263 0.003
C 4.880 2.011 0.039 0.000
C 5.678 2.549 -0.963 0.001
C 5.211 2.629 -2.267 0.000
C 3.942 2.167 -2.578 0.001
H -0.336 3.278 -2.667 0.000
H -2.536 4.398 -2.498 0.000
H -4.047 3.957 -0.609 0.000
H -4.497 2.656 1.540 0.000
H -3.778 0.830 3.066 0.000
H -1.623 -0.337 2.634 0.001
H 2.977 1.128 0.504 0.003
H 5.247 1.950 1.055 0.000
H 6.671 2.906 -0.723 0.000
H 5.838 3.054 -3.039 0.000
H 3.548 2.212 -3.586 0.000
C -1.644 -1.294 -1.829 0.000
C -1.471 -2.275 -0.709 0.002
C -2.277 -3.429 -0.638 0.001
C -2.135 -4.297 0.405 -0.003
C -1.182 -4.037 1.412 0.001
C -0.993 -4.874 2.531 0.006
C -0.050 -4.551 3.468 0.000
C 0.743 -3.403 3.328 0.007
C 0.598 -2.558 2.246 0.008
S 1.617 -1.157 2.051 0.086
C -0.393 -2.869 1.267 0.005
N -0.559 -2.022 0.213 0.034
H -2.293 -1.698 -2.603 0.000
H -0.678 -1.045 -2.267 0.000
H -2.091 -0.369 -1.456 0.000
H -3.005 -3.610 -1.417 0.000
H -2.745 -5.190 0.467 0.000
H -1.602 -5.764 2.633 0.000
H 0.093 -5.189 4.331 0.000
H 1.492 -3.164 4.071 0.001



# 3
250
Properties=species:S:1:pos:R:3:mulliken_charge:R:1 method="wB97M-V/def2-TZVPD" homo_ha=-0.2792 charge=0 energy_ha=-8082.171336 fmax_ha_per_bohr=0.120 gap_ev=7.75 spin_multiplicity=1 e_lumo_ev=0.2
N 10.431 20.091 28.085 0.005
C 9.726 19.907 26.904 -0.663
C 10.699 19.980 25.900 -0.727
C 11.974 20.301 26.451 0.383
C 11.764 20.243 27.843 -0.906
H 9.979 20.078 28.988 0.192
H 8.677 19.668 26.805 0.398
H 10.519 19.812 24.848 0.448
H 12.930 20.452 25.974 0.413
H 12.456 20.462 28.643 0.408
N 16.919 29.050 22.713 1.360
C 16.161 30.170 22.980 -0.428
C 15.408 30.500 21.851 -0.939
C 15.763 29.633 20.833 -0.512
C 16.727 28.788 21.417 -0.750
H 17.508 28.551 23.364 -0.466
H 16.098 30.530 23.997 0.205
H 14.756 31.348 21.705 0.450
H 15.345 29.667 19.838 0.358
H 17.314 28.001 20.966 0.576
N 19.993 29.468 22.356 0.245
C 20.251 28.124 22.290 -1.219
C 20.049 27.529 23.516 0.644
C 19.788 28.576 24.368 -0.952
C 19.680 29.809 23.678 -1.239
H 20.013 30.127 21.591 0.248
H 20.533 27.641 21.366 0.481
H 20.100 26.479 23.765 0.565
H 19.679 28.486 25.439 0.669
H 19.466 30.822 23.984 0.507
N 20.147 24.474 27.625 0.449
C 19.850 25.489 28.533 -0.996
C 19.044 26.385 27.885 -1.066
C 18.871 25.959 26.583 -0.104
C 19.444 24.689 26.476 -1.313
H 20.691 23.671 27.907 0.160
H 20.216 25.379 29.543 0.437
H 18.726 27.281 28.396 0.432
H 18.283 26.466 25.832 0.855
H 19.435 23.912 25.726 1.144
N 13.870 27.111 18.167 0.335
C 15.152 26.832 18.444 -0.324
C 15.949 27.872 17.816 -0.705
C 15.112 28.562 17.003 -0.442
C 13.791 28.089 17.194 -0.781
H 13.079 26.599 18.529 0.123
H 15.368 26.117 19.225 0.666
H 17.025 27.933 17.880 0.318
H 15.449 29.318 16.309 0.412
H 12.891 28.454 16.721 0.416
N 13.782 27.747 22.718 0.333
C 12.525 28.146 22.527 -0.470
C 11.755 27.300 23.248 -1.692
C 12.562 26.418 23.976 0.303
C 13.813 26.677 23.582 -0.985
H 14.543 28.213 22.247 0.417
H 12.344 29.009 21.904 0.446
H 10.680 27.377 23.326 0.610
H 12.269 25.689 24.718 0.596
H 14.808 26.320 23.804 0.620
N 11.038 23.747 18.805 0.056
C 10.166 24.596 19.491 -0.960
C 10.852 25.220 20.490 -0.582
C 12.207 24.998 20.278 0.348
C 12.321 24.034 19.279 -0.754
H 10.775 23.003 18.174 0.230
H 9.106 24.517 19.299 0.399
H 10.393 25.862 21.227 0.396
H 13.001 25.349 20.920 0.454
H 13.127 23.463 18.842 0.376
N 14.797 25.560 26.645 0.641
C 13.518 25.433 27.130 -0.883
C 13.127 24.130 27.038 -0.842
C 14.236 23.451 26.571 0.145
C 15.238 24.342 26.280 -0.963
H 15.256 26.453 26.536 0.231
H 13.032 26.313 27.525 0.402
H 12.221 23.653 27.382 0.499
H 14.403 22.405 26.362 0.559
H 16.233 24.366 25.862 0.518
N 25.118 17.291 19.941 -0.016
C 24.804 18.000 18.828 -0.939
C 23.453 18.079 18.624 -0.761
C 22.927 17.421 19.788 1.013
C 23.956 16.884 20.539 -1.270
H 26.031 17.023 20.279 0.215
H 25.565 18.408 18.181 0.460
H 22.944 18.606 17.831 0.656
H 21.891 17.247 20.039 0.101
H 23.886 16.280 21.431 0.558
N 22.857 22.675 25.027 1.338
C 24.049 22.128 25.389 -0.611
C 24.887 23.079 25.861 -0.917
C 24.193 24.287 25.822 -0.950
C 22.921 24.000 25.335 -0.710
H 22.137 22.173 24.528 -0.142
H 24.214 21.070 25.248 0.460
H 25.856 22.970 26.324 0.437
H 24.552 25.253 26.143 0.458
H 22.043 24.616 25.206 0.664
C 13.240 23.032 22.825 0.644
C 13.823 21.779 23.281 -0.082
N 14.229 20.767 23.652 -0.173
H 13.649 23.457 21.908 -0.650
H 13.525 23.641 23.682 -0.390
H 12.160 22.939 22.702 0.676
C 20.440 25.130 17.296 -0.557
C 19.862 26.102 18.260 0.468
N 19.401 26.834 18.956 -0.374
H 19.719 24.365 17.010 0.056
H 21.222 24.535 17.768 0.029
H 20.748 25.607 16.366 0.442
C 14.106 17.427 24.671 0.040
C 15.386 17.392 25.384 0.558
N 16.400 17.393 26.022 -0.667
H 13.521 18.102 25.297 0.023
H 13.560 16.484 24.648 0.484
H 14.169 17.909 23.695 -0.359
C 17.520 30.275 26.408 -1.080
C 16.785 29.113 26.083 0.380
N 16.121 28.205 25.843 -0.395
H 16.825 30.952 26.905 0.420
H 17.933 30.656 25.474 0.114
H 18.309 29.949 27.086 0.353
C 23.554 21.963 18.511 -1.499
C 22.839 21.405 19.771 0.182
O 21.931 22.407 20.196 0.180
C 22.162 23.167 21.298 -0.357
O 23.013 22.887 22.115 -0.658
C 21.224 24.375 21.547 1.047
F 21.865 25.528 21.265 -0.275
F 20.161 24.314 20.696 -0.164
F 20.745 24.414 22.804 0.123
H 24.112 21.211 17.953 0.362
H 24.222 22.785 18.767 0.415
H 22.877 22.442 17.803 0.228
H 23.545 21.158 20.564 0.428
H 22.164 20.575 19.562 0.030
C 17.242 23.359 23.085 0.882
C 16.935 22.923 21.663 -0.019
O 16.641 21.540 21.577 0.268
C 17.412 20.497 21.868 -0.407
O 18.650 20.557 22.068 -0.556
C 16.720 19.111 21.904 0.689
F 16.764 18.612 23.174 -0.185
F 15.429 19.090 21.491 -0.065
F 17.445 18.235 21.134 0.202
H 16.367 23.281 23.730 -0.620
H 17.597 24.387 23.155 0.780
H 18.029 22.768 23.555 -1.006
H 17.704 23.180 20.934 -0.272
H 16.120 23.466 21.184 0.160
C 11.833 16.600 21.784 -0.638
C 11.536 15.819 20.515 -0.341
O 12.617 15.756 19.599 -0.287
C 13.012 16.786 18.782 0.443
O 12.465 17.862 18.763 -0.576
C 14.129 16.449 17.696 0.831
F 14.178 15.135 17.424 -0.278
F 13.950 17.106 16.606 -0.238
F 15.298 16.728 18.289 -0.152
H 11.090 16.506 22.576 0.477
H 11.922 17.654 21.522 0.274
H 12.788 16.352 22.247 -0.140
H 10.704 16.268 19.971 0.308
H 11.216 14.849 20.896 0.352
C 22.290 18.884 23.297 -1.156
C 21.037 17.988 23.269 1.370
O 21.017 17.170 24.406 -0.413
C 19.955 16.345 24.551 0.264
O 19.124 16.159 23.653 -0.374
C 19.896 15.517 25.837 0.646
F 19.465 16.279 26.827 -0.206
F 19.147 14.441 25.660 -0.242
F 21.068 15.078 26.154 -0.272
H 22.422 19.436 24.228 0.062
H 22.213 19.628 22.504 0.016
H 23.178 18.256 23.224 0.469
H 21.062 17.361 22.378 0.192
H 20.162 18.637 23.294 -0.499
C 17.336 21.144 26.246 -0.851
C 18.377 20.455 25.363 2.066
O 19.491 19.837 26.016 -0.266
C 20.437 20.578 26.565 0.175
O 20.503 21.825 26.406 -0.436
C 21.386 19.681 27.380 0.608
F 21.207 18.322 27.199 -0.143
F 22.658 19.825 26.919 -0.221
F 21.319 19.937 28.660 -0.255
H 16.883 20.434 26.938 0.443
H 16.572 21.517 25.565 -0.096
H 17.723 21.918 26.908 0.400
H 18.694 21.127 24.566 -0.511
H 17.761 19.776 24.775 -0.888
C 19.449 20.857 17.365 -1.469
C 18.446 21.710 18.019 0.561
O 17.135 21.102 17.970 -0.143
C 15.988 21.766 18.301 0.432
O 15.928 22.922 18.551 -0.715
C 14.794 20.786 18.568 0.865
F 14.260 21.106 19.749 -0.104
F 13.872 20.921 17.587 -0.302
F 15.202 19.561 18.590 -0.196
H 19.037 20.527 16.411 0.458
H 19.783 19.956 17.880 0.211
H 20.365 21.439 17.268 0.329
H 18.359 22.684 17.539 0.181
H 18.744 21.931 19.044 -0.068
C 17.171 17.242 15.416 -0.615
C 18.146 17.810 14.386 -0.436
O 18.313 16.950 13.259 -0.250
C 18.711 17.342 11.981 0.318
O 18.899 18.503 11.607 -0.537
C 18.920 16.123 11.081 0.879
F 20.226 15.784 11.004 -0.253
F 18.308 15.039 11.541 -0.236
F 18.436 16.267 9.848 -0.240
H 17.426 16.262 15.820 0.275
H 16.310 17.065 14.771 0.423
H 16.800 17.817 16.264 0.042
H 19.146 17.940 14.800 0.208
H 17.820 18.766 13.976 0.421
C 22.182 13.731 16.834 -1.314
C 22.236 14.902 17.845 -0.125
O 21.045 15.016 18.588 -0.202
C 19.883 15.728 18.127 -0.423
O 19.881 16.339 17.107 -0.466
C 18.736 15.822 19.120 1.128
F 18.091 16.975 18.902 0.048
F 17.936 14.789 18.838 -0.207
F 19.154 15.789 20.370 -0.134
H 23.186 13.493 16.483 0.421
H 21.468 14.077 16.086 0.306
H 21.910 12.825 17.375 0.289
H 22.507 15.815 17.315 0.248
H 23.011 14.808 18.605 0.373
C 16.170 15.540 21.969 1.099
C 16.348 14.053 22.285 -0.699
O 17.211 13.475 21.283 -0.013
C 17.328 12.064 21.166 0.187
O 16.779 11.243 21.942 -0.556
C 17.964 11.628 19.885 0.955
F 18.896 12.509 19.456 -0.231
F 18.548 10.449 20.089 -0.249
F 16.971 11.565 18.942 -0.256
H 16.101 15.727 20.897 -0.240
H 16.946 16.128 22.459 -0.592
H 15.330 16.022 22.468 -0.174
H 15.406 13.511 22.364 0.454
H 16.823 13.960 23.262 0.303



- Look up the charge of the first one.
  0



Please write out number 2 again, unchanged.
52
Properties=species:S:1:pos:R:3:lowdin_spin:R:1 method="wB97M-V/def2-TZVPD" homo_ha="-0.2706 / -0.2726" charge=0 energy_ha=-3458.057757 fmax_ha_per_bohr=0.018 gap_ev="7.26 / 7.24" spin_multiplicity=4 e_lumo_ev="-0.1 / -0.2"
Co 0.592 -0.276 0.251 2.666
O 1.193 1.333 -3.310 0.008
S 1.560 0.959 -1.972 0.008
O 1.663 -0.484 -1.694 0.046
N 0.608 1.478 -0.799 0.050
C -0.591 2.146 -0.882 0.003
C -0.994 3.057 -1.839 0.004
C -2.243 3.690 -1.732 0.000
C -3.095 3.448 -0.687 0.004
C -2.739 2.497 0.293 0.001
C -3.561 2.133 1.383 0.001
C -3.165 1.134 2.230 0.001
C -1.945 0.478 1.995 0.005
N -1.143 0.810 1.013 0.041
C -1.504 1.821 0.176 0.003
C 3.155 1.632 -1.573 0.000
C 3.611 1.549 -0.263 0.003
C 4.880 2.011 0.039 0.000
C 5.678 2.549 -0.963 0.001
C 5.211 2.629 -2.267 0.000
C 3.942 2.167 -2.578 0.001
H -0.336 3.278 -2.667 0.000
H -2.536 4.398 -2.498 0.000
H -4.047 3.957 -0.609 0.000
H -4.497 2.656 1.540 0.000
H -3.778 0.830 3.066 0.000
H -1.623 -0.337 2.634 0.001
H 2.977 1.128 0.504 0.003
H 5.247 1.950 1.055 0.000
H 6.671 2.906 -0.723 0.000
H 5.838 3.054 -3.039 0.000
H 3.548 2.212 -3.586 0.000
C -1.644 -1.294 -1.829 0.000
C -1.471 -2.275 -0.709 0.002
C -2.277 -3.429 -0.638 0.001
C -2.135 -4.297 0.405 -0.003
C -1.182 -4.037 1.412 0.001
C -0.993 -4.874 2.531 0.006
C -0.050 -4.551 3.468 0.000
C 0.743 -3.403 3.328 0.007
C 0.598 -2.558 2.246 0.008
S 1.617 -1.157 2.051 0.086
C -0.393 -2.869 1.267 0.005
N -0.559 -2.022 0.213 0.034
H -2.293 -1.698 -2.603 0.000
H -0.678 -1.045 -2.267 0.000
H -2.091 -0.369 -1.456 0.000
H -3.005 -3.610 -1.417 0.000
H -2.745 -5.190 0.467 0.000
H -1.602 -5.764 2.633 0.000
H 0.093 -5.189 4.331 0.000
H 1.492 -3.164 4.071 0.001



- Which value of charge does entry 2 give?
  0